125
Properties=species:S:1:pos:R:3:forces:R:3 method="wB97M-V/def2-TZVPD" de_lowest_kj_mol=94.2 energy_ev=-124623.539 homo_energy_ev=-9.4 largest_force_ev_per_a=0.53 orbital_gap_ev=7.063 total_charge=+1 molar_mass_g_mol=1062.58 multiplicity=1
In 1.4058 0.4778 -0.3010 0.03 0.17 0.14
C -1.1840 -4.7175 1.2700 -0.06 0.06 -0.01
C -0.1258 -3.6097 1.2098 0.02 -0.05 0.05
C 1.2483 -4.2368 0.9769 0.01 0.06 0.16
C -0.1818 -2.7526 2.4682 0.08 -0.19 -0.12
C 0.2336 -3.2757 3.6875 0.05 -0.01 0.05
C 0.1456 -2.5400 4.8591 -0.06 0.04 -0.08
C -0.4231 -1.2752 4.8242 0.03 -0.04 0.01
C -0.8774 -0.7167 3.6332 -0.05 0.10 0.00
C -1.6308 0.6059 3.6621 -0.03 -0.07 0.04
C -0.8096 1.7444 4.2588 0.10 -0.03 -0.01
C -2.9511 0.4487 4.4252 0.04 -0.01 -0.05
C -0.7100 -1.4566 2.4512 0.02 0.05 0.08
N -0.9808 -0.8424 1.2109 -0.11 0.35 -0.37
C -2.0974 -0.9374 0.6272 -0.14 -0.03 0.19
C -2.3718 -0.2887 -0.7252 -0.05 0.07 -0.11
N -1.6790 0.6752 -1.1734 0.08 -0.15 0.13
C -1.9126 1.1272 -2.5103 -0.07 0.09 -0.06
C -1.2323 0.4628 -3.5436 0.06 -0.04 0.06
C -1.4429 0.8762 -4.8525 -0.01 0.03 -0.03
C -2.2781 1.9365 -5.1455 -0.01 -0.05 0.02
C -2.9162 2.5933 -4.1113 0.02 0.00 -0.03
C -2.7577 2.2145 -2.7810 -0.09 0.03 -0.01
C -3.6076 2.9838 -1.7771 0.00 -0.03 0.06
C -2.9194 3.4060 -0.4847 0.10 0.01 -0.06
C -4.9196 2.2567 -1.4669 0.03 0.04 0.01
C -0.2844 -0.7021 -3.2986 0.04 0.00 -0.09
C 1.0884 -0.4366 -3.9253 0.00 -0.02 0.01
C -0.8643 -2.0144 -3.8355 0.00 0.06 0.07
C -3.5956 -0.9432 -1.2524 0.02 -0.08 -0.06
C -4.3009 -0.8543 -2.4249 0.06 -0.09 0.01
C -5.5120 -1.5778 -2.5412 0.00 -0.01 0.00
C -6.0089 -2.3482 -1.5212 0.01 -0.01 0.02
C -5.3086 -2.4471 -0.2937 0.01 0.00 0.03
C -5.6988 -3.1798 0.8553 0.02 0.00 -0.04
C -4.9195 -3.1689 1.9839 -0.01 -0.01 0.01
C -3.7006 -2.4516 2.0520 -0.07 0.09 0.02
C -3.2992 -1.7391 0.9539 -0.02 -0.03 0.01
C -4.1089 -1.7399 -0.2034 0.05 0.04 -0.03
H -1.1729 -5.3028 0.3495 0.01 -0.03 -0.02
H -2.1872 -4.3138 1.4022 0.06 -0.06 -0.02
H -0.9796 -5.3946 2.1014 0.01 -0.03 0.02
H -0.3471 -2.9669 0.3542 0.03 -0.04 0.04
H 1.5264 -4.8995 1.7980 0.00 -0.05 0.04
H 2.0125 -3.4745 0.8563 0.07 0.02 0.03
H 1.2356 -4.8430 0.0702 0.00 -0.03 -0.03
H 0.6185 -4.2865 3.7283 0.03 -0.05 -0.02
H 0.4726 -2.9672 5.7975 0.00 -0.02 0.03
H -0.5606 -0.7283 5.7496 -0.01 0.02 0.02
H -1.8572 0.8948 2.6388 0.02 0.00 -0.04
H -0.4559 1.4953 5.2648 0.02 0.01 0.01
H -1.4136 2.6480 4.3438 0.01 0.02 -0.01
H 0.0247 1.9801 3.5968 0.10 0.03 0.02
H -2.7741 0.2096 5.4753 0.00 -0.01 0.03
H -3.5638 -0.3444 3.9991 -0.04 -0.03 -0.01
H -3.5237 1.3757 4.3838 -0.01 0.02 0.00
H -0.9390 0.3597 -5.6584 0.03 -0.01 -0.02
H -2.4255 2.2529 -6.1687 0.00 0.01 -0.03
H -3.5628 3.4334 -4.3327 -0.02 0.01 -0.01
H -3.8717 3.9071 -2.2988 -0.02 -0.01 0.00
H -2.8212 2.5710 0.2065 0.08 -0.05 0.07
H -3.5214 4.1653 0.0160 0.00 0.02 0.01
H -1.9362 3.8358 -0.6864 0.04 -0.03 0.05
H -4.7399 1.3483 -0.8898 -0.03 0.05 0.01
H -5.4424 1.9784 -2.3829 -0.02 -0.02 0.00
H -5.5767 2.9013 -0.8812 -0.01 0.02 0.01
H -0.1388 -0.8162 -2.2221 -0.03 -0.03 -0.05
H 1.0021 -0.2894 -5.0019 0.01 -0.01 -0.05
H 1.7474 -1.2905 -3.7615 0.00 -0.02 0.02
H 1.5517 0.4537 -3.5021 -0.06 -0.19 -0.12
H -1.0073 -1.9567 -4.9157 -0.01 -0.01 -0.03
H -1.8262 -2.2512 -3.3819 -0.07 0.00 0.03
H -0.1804 -2.8434 -3.6392 0.02 -0.03 -0.01
H -3.9614 -0.2462 -3.2507 0.02 0.01 -0.04
H -6.0648 -1.5100 -3.4681 -0.01 0.00 -0.03
H -6.9399 -2.8856 -1.6488 -0.03 0.01 -0.01
H -6.6182 -3.7506 0.8362 -0.03 0.00 0.01
H -5.2384 -3.7315 2.8508 0.00 0.00 0.02
H -3.1147 -2.4802 2.9601 0.03 -0.01 0.01
O -0.2358 2.0316 1.1389 -0.04 -0.09 0.11
H -0.7389 1.9965 0.3145 -0.31 0.01 -0.11
H 0.2176 2.8802 1.1290 0.11 0.08 -0.05
O 1.9176 -2.2885 -1.3070 -0.11 0.10 0.01
H 1.4498 -3.0172 -1.7246 0.02 -0.10 -0.07
H 2.8487 -2.4170 -1.5036 0.18 0.00 -0.01
Cl 3.0439 -1.0723 2.2163 0.14 -0.01 0.08
C 3.9954 -2.4370 2.8560 -0.04 -0.11 -0.03
Cl 5.0578 -3.1155 1.6259 -0.06 0.02 0.03
H 3.2932 -3.1964 3.1838 0.01 0.01 -0.02
H 4.6086 -2.0722 3.6728 -0.04 -0.02 -0.01
F 0.7278 4.2160 -2.8599 -0.18 0.04 -0.10
B 1.6527 3.5155 -2.1563 0.21 0.23 0.10
F 1.2793 3.4134 -0.7717 0.08 0.07 0.23
F 2.9152 4.2007 -2.1551 0.19 -0.22 -0.02
F 1.8368 2.2115 -2.6246 0.13 0.21 0.00
C 5.7182 -1.5917 -2.9164 0.07 -0.03 0.05
N 5.4324 -0.2252 -3.2972 -0.01 0.00 0.07
C 5.5044 0.2660 -4.5897 -0.06 0.11 -0.01
C 5.1135 1.5528 -4.5446 0.03 -0.09 -0.13
N 4.8259 1.8331 -3.2272 -0.29 0.34 0.06
C 5.0001 0.7469 -2.4512 0.10 -0.35 0.06
S 4.7560 0.5944 -0.7823 -0.12 0.21 0.04
H 6.6953 -1.8888 -3.2941 -0.01 0.01 -0.02
H 4.9585 -2.2635 -3.3185 0.00 0.01 0.00
H 5.7211 -1.6445 -1.8301 -0.01 0.00 -0.01
H 5.8236 -0.3422 -5.4148 0.02 -0.03 -0.03
H 5.0149 2.2847 -5.3229 -0.01 0.04 -0.03
H 4.3512 2.6668 -2.9028 0.03 -0.05 0.08
N 3.5790 4.4850 0.5812 -0.26 -0.02 -0.28
C 4.4293 3.8413 1.6293 0.03 -0.02 0.11
P 3.1405 3.0217 2.6544 0.07 0.14 -0.02
O 2.3075 4.0639 3.3072 0.07 -0.04 0.03
O 2.5528 2.0085 1.7351 -0.25 -0.43 -0.11
C 3.9360 2.0293 3.9935 0.13 0.22 -0.01
N 2.7858 1.2213 4.5119 -0.36 -0.04 -0.07
H 2.9736 5.1959 1.0069 0.11 -0.04 -0.07
H 2.9286 3.7875 0.1616 0.07 0.09 -0.03
H 4.0892 4.8957 -0.2061 -0.06 -0.08 0.14
H 5.0044 4.6048 2.1480 -0.01 0.02 -0.04
H 5.0728 3.1088 1.1449 0.00 0.01 -0.06
H 4.3121 2.6551 4.7993 0.01 -0.03 0.02
H 4.7053 1.3532 3.6279 -0.02 -0.07 0.02
H 2.5277 0.5024 3.8111 0.09 0.06 0.12
H 1.9546 1.8235 4.6156 0.08 -0.03 0.08
H 2.9761 0.7699 5.4070 -0.01 0.00 -0.10